The following is a DFT calculation (ωB97M-V with the def2-TZVPD basis set) of C4H5N in the gas phase.

```
10
Properties=species:S:1:pos:R:3:forces:R:3
C 1.127578 -1.235789 0.012837 -0.586 0.528 0.338
C 0.411347 0.135301 -0.052758 -0.186 -0.173 0.539
C 0.972761 1.351477 0.017607 0.548 -1.856 -0.321
C -1.030156 0.047782 -0.019905 -1.015 -0.302 -0.052
H 0.682035 -1.971323 -0.700931 0.284 0.680 0.603
H 1.022472 -1.650849 1.075271 0.386 0.544 -1.545
H 2.158977 -1.024441 -0.289901 -0.039 -0.488 0.414
H 0.432767 2.254700 0.033798 -0.755 0.771 0.020
H 2.043836 1.423498 0.024015 0.374 0.061 0.045
N -2.175609 -0.117744 0.015866 0.989 0.234 -0.040
```
Positions in Å, forces in eV/Å.

Properties
Highest occupied orbital energy: -10.268 eV
Largest force on an atom: 2.0 eV/A
Total energy: -210.133537 Eh
Spin multiplicity: 1
SMILES: C=C(C)C#N